No. 1
The following is a quantum chemistry calculation of a structure of composition C30H82MgN7O8, from the Open Molecules 2025 dataset.

E_HOMO ... -10.88 eV
Max |F| ... 3.5 eV Å⁻¹
HOMO-LUMO gap ... 8.76 eV

ORCA input file:
```
! RIJCOSX wB97M-V def2-TZVPD def2/J DEFGRID3
* xyz 1 1
Mg -20.440 -9.963 -11.993
C -19.955 -6.558 -12.888
C -19.459 -6.970 -11.532
O -19.720 -8.351 -11.295
H -19.744 -5.502 -13.151
H -21.042 -6.608 -12.832
H -19.548 -7.343 -13.540
H -19.938 -6.329 -10.768
H -18.339 -6.884 -11.490
C -21.867 -5.477 -6.925
C -22.906 -5.047 -7.951
C -22.445 -3.766 -8.626
O -23.273 -3.612 -9.781
C -23.097 -2.476 -10.545
N -23.364 -6.168 -8.703
H -21.025 -5.846 -7.431
H -22.293 -6.252 -6.264
H -21.544 -4.614 -6.274
H -23.777 -4.608 -7.440
H -21.410 -3.851 -8.960
H -22.507 -3.028 -7.891
H -23.150 -1.593 -9.963
H -23.839 -2.441 -11.352
H -22.139 -2.354 -11.020
H -22.667 -6.399 -9.381
H -24.146 -5.766 -9.244
C -17.128 -3.115 -9.963
C -17.400 -2.676 -11.419
C -16.125 -3.006 -12.244
O -16.422 -2.834 -13.609
C -15.357 -3.158 -14.417
N -18.689 -3.233 -11.786
H -17.679 -2.580 -9.184
H -16.015 -3.092 -9.710
H -17.454 -4.216 -9.943
H -17.562 -1.562 -11.407
H -15.773 -4.065 -12.178
H -15.333 -2.355 -11.907
H -15.645 -3.162 -15.489
H -14.904 -4.165 -14.321
H -14.628 -2.422 -14.251
H -18.642 -4.241 -11.792
H -18.883 -2.927 -12.798
C -11.367 -4.912 -9.983
C -12.739 -4.989 -10.615
C -12.850 -6.197 -11.489
O -14.155 -6.281 -12.039
C -14.243 -7.357 -12.949
N -13.825 -5.045 -9.566
H -11.153 -5.861 -9.485
H -11.319 -4.015 -9.342
H -10.605 -4.737 -10.797
H -12.928 -4.034 -11.127
H -12.565 -7.118 -10.959
H -12.146 -6.166 -12.345
H -13.957 -8.292 -12.460
H -13.565 -7.209 -13.801
H -15.267 -7.401 -13.327
H -13.627 -5.819 -8.909
H -14.734 -5.224 -10.071
C -22.909 -11.567 -9.308
C -21.383 -11.693 -9.369
C -21.042 -12.813 -10.356
O -21.320 -12.473 -11.684
C -21.412 -13.520 -12.620
N -20.780 -10.365 -9.788
H -23.128 -10.631 -8.750
H -23.292 -12.407 -8.707
H -23.379 -11.544 -10.293
H -20.987 -11.972 -8.399
H -21.611 -13.721 -10.101
H -19.947 -13.146 -10.242
H -21.872 -13.101 -13.515
H -21.941 -14.398 -12.231
H -20.421 -13.810 -12.929
H -19.811 -10.214 -9.418
H -21.255 -9.566 -9.412
C -18.339 -9.293 -5.514
C -18.059 -8.448 -6.760
C -17.747 -6.972 -6.400
O -18.733 -6.417 -5.655
C -18.574 -5.103 -5.165
N -17.034 -9.051 -7.587
H -19.277 -9.109 -5.031
H -17.573 -9.273 -4.775
H -18.357 -10.371 -5.895
H -19.008 -8.488 -7.337
H -17.559 -6.391 -7.324
H -16.790 -6.878 -5.832
H -19.546 -4.600 -5.211
H -17.907 -4.581 -5.859
H -18.117 -5.107 -4.221
H -16.735 -8.483 -8.349
H -16.224 -9.380 -7.029
C -16.229 -10.637 -12.956
C -17.639 -10.186 -12.781
C -18.189 -9.970 -14.132
O -19.611 -9.994 -14.116
C -20.066 -9.631 -15.394
N -18.593 -11.000 -12.033
H -15.640 -9.869 -13.436
H -16.020 -11.551 -13.546
H -15.675 -10.718 -12.054
H -17.665 -9.312 -12.154
H -17.938 -10.854 -14.767
H -17.869 -9.020 -14.635
H -19.990 -8.566 -15.625
H -21.085 -9.891 -15.597
H -19.443 -10.191 -16.118
H -18.648 -11.902 -12.538
H -18.253 -11.127 -11.119
C -24.032 -8.722 -14.127
C -22.859 -8.750 -13.177
C -23.296 -8.372 -11.778
O -24.176 -9.433 -11.446
C -25.236 -9.021 -10.606
N -22.121 -10.032 -13.119
H -23.909 -9.298 -15.054
H -24.272 -7.714 -14.520
H -24.900 -9.125 -13.609
H -22.264 -7.918 -13.516
H -23.767 -7.405 -11.858
H -22.461 -8.360 -11.106
H -25.462 -9.948 -10.077
H -26.050 -8.870 -11.339
H -24.947 -8.205 -9.874
H -21.782 -10.272 -14.041
H -22.728 -10.760 -12.718
*
```



No. 2
The following is a quantum chemistry calculation of a cluster of 9 separate species, C30H83N5O10 in total, from the Open Molecules 2025 dataset.

E_HOMO ... -8.92 eV
Max |F| ... 3.0 eV Å⁻¹
HOMO-LUMO gap ... 9.46 eV

ORCA input file:
```
! RIJCOSX wB97M-V def2-TZVPD def2/J DEFGRID3
* xyz 0 1
C 6.216 0.863 -2.203
C 5.041 -0.005 -1.898
O 5.014 -1.086 -2.855
H 7.119 0.253 -2.194
H 6.359 1.558 -1.362
H 6.106 1.479 -3.088
H 4.112 0.586 -1.861
H 5.112 -0.427 -0.883
H 4.071 -1.313 -2.869
C -0.401 -0.031 -0.543
C 1.070 -0.008 -0.254
O 1.677 1.213 -0.746
H -0.627 -0.111 -1.612
H -0.869 0.869 -0.154
H -0.913 -0.952 -0.233
H 1.591 -0.828 -0.786
H 1.219 -0.225 0.819
H 1.591 1.892 0.009
C -3.954 -1.923 2.109
C -4.906 -2.286 3.253
O -4.856 -1.333 4.334
H -2.924 -1.726 2.400
H -4.292 -0.963 1.691
H -4.026 -2.643 1.290
H -4.672 -3.206 3.777
H -5.935 -2.253 2.886
H -4.945 -0.450 3.965
C 4.363 4.103 -2.046
C 4.580 3.783 -0.599
O 3.937 4.790 0.232
H 4.559 5.161 -2.227
H 3.344 3.859 -2.356
H 4.983 3.553 -2.766
H 5.633 3.792 -0.279
H 4.214 2.808 -0.290
H 4.203 5.670 -0.026
C -6.777 -9.141 -1.111
O -5.616 -8.485 -1.010
C -4.873 -8.539 -2.196
C -3.434 -8.285 -1.837
N -3.250 -6.928 -1.417
C -2.003 -6.676 -0.754
C -1.819 -5.156 -0.529
O -0.557 -4.950 0.032
C -0.218 -3.583 0.148
H -7.548 -8.563 -1.637
H -7.175 -9.252 -0.096
H -6.688 -10.148 -1.529
H -5.237 -7.802 -2.924
H -5.015 -9.547 -2.608
H -2.821 -8.623 -2.702
H -3.158 -9.055 -1.110
H -3.297 -6.341 -2.248
H -1.078 -7.015 -1.269
H -1.938 -7.134 0.242
H -2.601 -4.820 0.172
H -1.933 -4.659 -1.514
H 0.830 -3.480 0.428
H -0.770 -3.060 0.948
H -0.405 -3.092 -0.818
C -1.437 7.048 0.870
C -2.494 6.025 0.573
C -2.081 5.161 -0.601
O -3.188 4.297 -0.940
C -2.871 3.427 -1.971
N -2.813 5.234 1.748
H -0.444 6.627 1.014
H -1.713 7.735 1.669
H -1.421 7.745 0.012
H -3.385 6.592 0.283
H -1.267 4.506 -0.208
H -1.717 5.753 -1.455
H -3.796 2.944 -2.283
H -2.121 2.686 -1.671
H -2.492 3.955 -2.859
H -2.078 4.577 2.016
H -3.584 4.609 1.492
C 0.805 -1.309 -4.456
C 1.512 -0.065 -4.985
C 2.908 -0.409 -5.622
O 3.062 -1.811 -5.712
C 4.285 -2.190 -6.277
N 0.592 0.522 -5.952
H 1.415 -1.768 -3.683
H 0.535 -2.022 -5.232
H -0.150 -0.974 -4.046
H 1.691 0.594 -4.132
H 3.710 0.092 -5.054
H 2.910 0.046 -6.628
H 5.146 -2.037 -5.605
H 4.480 -1.549 -7.149
H 4.243 -3.247 -6.515
H 0.136 -0.213 -6.473
H 1.021 1.165 -6.602
C 3.680 1.769 2.402
C 2.414 2.509 2.693
C 2.733 3.682 3.630
O 3.297 3.307 4.834
C 2.424 2.623 5.700
N 1.816 3.010 1.461
H 3.478 1.002 1.640
H 4.141 1.248 3.236
H 4.424 2.464 2.004
H 1.734 1.807 3.179
H 1.789 4.244 3.790
H 3.413 4.364 3.122
H 1.542 3.251 5.914
H 2.954 2.495 6.637
H 2.110 1.668 5.269
H 1.041 3.641 1.649
H 2.516 3.549 0.936
C -2.421 1.195 2.730
C -1.899 2.078 3.851
C -1.264 1.310 4.968
O -0.290 0.457 4.400
C 0.050 -0.592 5.225
N -0.881 3.025 3.261
H -2.945 1.803 1.995
H -3.098 0.460 3.137
H -1.591 0.696 2.240
H -2.741 2.646 4.258
H -2.010 0.724 5.534
H -0.838 2.025 5.693
H 0.216 -0.265 6.275
H 0.976 -1.041 4.890
H -0.781 -1.306 5.330
H -0.002 2.511 3.286
H -0.793 3.768 3.966
*
```



No. 3
The following is a quantum chemistry calculation of a cluster of 8 separate species, C30H83N7O9 in total, from the Open Molecules 2025 dataset.

E_HOMO ... -8.67 eV
Max |F| ... 7.9 eV Å⁻¹
HOMO-LUMO gap ... 9.30 eV

ORCA input file:
```
! RIJCOSX wB97M-V def2-TZVPD def2/J DEFGRID3
* xyz 0 1
C 2.070 1.852 0.631
C 2.826 3.104 0.310
O 3.606 2.883 -0.828
O 1.713 1.878 1.854
H 2.658 1.004 0.508
H 1.291 1.735 -0.093
H 3.593 3.445 1.068
H 2.179 3.968 0.088
H 4.492 2.839 -0.497
H 2.365 1.623 2.493
C 1.962 1.195 -2.837
C 3.259 0.460 -3.217
C 2.972 -0.875 -3.973
O 2.303 -1.689 -3.005
C 2.167 -3.043 -3.379
N 3.999 1.351 -4.157
H 1.482 0.818 -1.900
H 1.087 1.108 -3.497
H 2.128 2.212 -2.717
H 3.699 0.395 -2.218
H 3.899 -1.274 -4.316
H 2.345 -0.874 -4.876
H 3.028 -3.640 -3.559
H 1.401 -3.111 -4.159
H 1.700 -3.555 -2.572
H 4.262 2.294 -3.805
H 3.402 1.563 -4.936
C 3.324 -0.329 5.715
C 2.498 -0.689 4.497
C 1.205 0.054 4.403
O 0.314 -0.695 5.237
C -1.049 -0.836 4.737
N 3.287 -0.463 3.305
H 3.333 0.785 5.799
H 4.368 -0.707 5.827
H 2.703 -0.621 6.572
H 2.279 -1.746 4.384
H 0.730 0.023 3.357
H 1.135 1.026 4.760
H -1.636 -1.393 5.499
H -1.099 -1.523 3.823
H -1.512 0.098 4.490
H 2.789 -0.565 2.445
H 3.984 -1.155 3.271
C -3.039 2.149 -3.558
C -2.212 1.145 -2.829
C -1.473 0.134 -3.702
O -2.433 -0.729 -4.212
C -1.730 -1.872 -4.692
N -1.192 1.768 -2.065
H -2.552 2.630 -4.338
H -3.308 3.025 -3.051
H -3.950 1.837 -4.139
H -2.840 0.618 -2.186
H -0.738 -0.467 -3.082
H -0.917 0.560 -4.482
H -1.019 -1.428 -5.505
H -2.399 -2.602 -5.119
H -1.141 -2.363 -3.883
H -1.642 2.395 -1.389
H -0.600 2.246 -2.789
C -2.401 3.455 3.135
C -1.433 2.602 2.367
C -2.104 1.501 1.478
O -2.732 0.577 2.434
C -3.087 -0.687 1.855
N -0.762 3.465 1.511
H -2.746 2.900 4.031
H -3.421 3.615 2.743
H -1.985 4.348 3.597
H -0.700 2.190 3.084
H -1.478 1.036 0.771
H -2.923 1.879 0.889
H -3.727 -0.462 0.944
H -3.760 -1.255 2.457
H -2.348 -1.397 1.528
H 0.181 3.132 1.324
H -0.563 4.421 1.831
C -6.163 -0.579 -1.309
C -6.350 0.924 -1.517
C -7.660 1.454 -0.894
O -8.547 0.827 -1.753
C -9.716 0.552 -1.079
N -5.249 1.472 -0.784
H -5.143 -0.951 -1.491
H -6.809 -1.279 -1.796
H -6.229 -0.851 -0.221
H -6.366 1.288 -2.595
H -7.673 2.569 -1.029
H -7.588 1.198 0.171
H -9.513 -0.373 -0.442
H -10.449 0.308 -1.772
H -10.031 1.398 -0.426
H -5.360 1.365 0.259
H -5.227 2.479 -0.853
C 0.660 -2.107 1.541
C 0.782 -2.298 0.052
C -0.507 -1.999 -0.725
O -1.421 -2.910 -0.219
C -2.627 -2.807 -0.943
N 1.800 -1.383 -0.272
H 1.637 -2.134 2.016
H 0.065 -2.950 2.075
H 0.127 -1.183 1.756
H 1.020 -3.362 -0.168
H -0.358 -2.214 -1.818
H -0.924 -1.021 -0.602
H -2.669 -3.041 -2.048
H -2.919 -1.764 -0.855
H -3.366 -3.446 -0.530
H 1.377 -0.454 -0.534
H 2.053 -1.551 -1.272
C 5.021 -2.814 0.293
C 5.078 -1.265 0.388
C 6.116 -0.755 1.382
O 5.873 -1.197 2.752
C 6.927 -1.191 3.646
N 5.544 -0.737 -0.902
H 5.988 -3.154 0.224
H 4.435 -3.266 -0.488
H 4.597 -3.135 1.234
H 4.084 -0.912 0.559
H 6.252 0.299 1.312
H 7.021 -1.150 1.041
H 7.722 -1.891 3.578
H 6.467 -1.332 4.639
H 7.327 -0.177 3.752
H 6.533 -0.812 -1.124
H 4.990 -0.979 -1.697
*
```



Record-wise calculated total energy values, in Eh: -2377.253266, -2218.795203, -2252.894369
Record-wise relative energy (zero: lowest compared OMol25 entry of this formula, charge and spin) values, in kJ/mol: 107.8, 78.0, 624.2